228
Properties=species:S:1:pos:R:3:mulliken_charge:R:1 method="wB97M-V/def2-TZVPD" e_tot_ha=-5848.66596 max_force_ev_per_a=3.7 orbital_gap_ev=6.2
C -0.83135 -7.16420 -2.02272 -0.69
O 0.51937 -7.33676 -2.17291 -0.05
C 1.00786 -8.60971 -2.57556 -0.79
C 2.40565 -8.33312 -3.12207 -0.56
N 2.40841 -7.35422 -4.20274 -0.32
C 3.65782 -6.97213 -4.69062 -0.54
C 3.60772 -5.67592 -5.50589 -0.81
O 3.18115 -4.53169 -4.81565 -0.23
C 4.17183 -3.67253 -4.35684 -0.34
H -1.25797 -7.74045 -1.17803 0.40
H -1.41858 -7.46382 -2.93941 0.33
H -1.09982 -6.17143 -1.77230 -0.15
H 0.36322 -9.06185 -3.39569 0.39
H 0.90192 -9.31456 -1.76046 0.39
H 2.78464 -9.28333 -3.47962 0.51
H 3.07863 -8.05299 -2.30384 0.18
H 1.80414 -6.55573 -4.06539 0.22
H 4.22926 -7.65495 -5.27374 0.42
H 4.39747 -6.83790 -3.90519 0.32
H 2.95980 -5.73572 -6.39535 0.28
H 4.62539 -5.46287 -5.84648 0.49
H 3.74341 -2.67493 -4.23417 -0.07
H 5.04799 -3.65387 -5.06744 0.38
H 4.62767 -3.95313 -3.35553 0.16
C 1.82672 0.22469 -5.49757 -0.49
O 2.19399 1.61512 -5.30875 -0.58
C 2.55800 2.02407 -4.01300 -0.28
C 2.48542 3.56089 -4.01398 0.28
N 1.13256 3.98789 -4.38499 0.98
C 0.91272 5.37881 -4.85716 -0.22
C -0.35403 5.27955 -5.75267 -0.92
O -0.04104 4.35309 -6.84840 -0.36
C -1.19894 4.00883 -7.56648 -0.75
H 2.74351 -0.25257 -5.15080 0.35
H 1.72967 0.05046 -6.56180 0.36
H 0.90799 -0.16513 -4.95122 -0.02
H 3.56545 1.71588 -3.77379 0.82
H 1.76843 1.57010 -3.32637 -0.16
H 3.17231 3.91525 -4.78467 0.75
H 2.77590 3.97415 -3.04058 -0.84
H 0.84054 3.33186 -5.13426 0.65
H 1.80114 5.64466 -5.39874 0.60
H 0.70103 6.08976 -4.06642 0.05
H -0.57755 6.16177 -6.34692 0.60
H -1.28270 5.03804 -5.24684 0.34
H -1.67057 4.93296 -8.00458 0.30
H -1.86408 3.36317 -7.02192 0.30
H -0.82754 3.44210 -8.43647 0.25
C -4.81306 -6.99660 -1.25313 -0.89
O -4.92767 -6.02232 -0.24908 -0.32
C -5.22442 -4.74195 -0.77779 -0.69
C -5.63246 -3.77401 0.29241 -0.21
N -6.83135 -4.25751 0.89530 -0.16
C -8.10451 -3.89567 0.33836 -0.35
C -9.19122 -4.92836 0.77167 -0.79
O -8.94920 -6.19203 0.14101 -0.36
C -9.68288 -6.40553 -1.03699 -0.74
H -5.78233 -7.19448 -1.74739 0.28
H -4.48505 -7.93716 -0.77759 0.27
H -4.07602 -6.72444 -2.00295 0.34
H -6.05159 -4.89340 -1.47235 0.48
H -4.37162 -4.43938 -1.32331 0.41
H -5.92823 -2.84040 -0.27406 0.27
H -4.83063 -3.56966 0.98786 -0.19
H -6.71247 -5.26815 1.02075 0.32
H -8.20047 -3.83260 -0.76189 0.29
H -8.55872 -2.99388 0.78220 0.30
H -10.23212 -4.69917 0.42907 0.46
H -9.17144 -5.06786 1.88021 0.33
H -9.18060 -6.03521 -1.89269 0.25
H -10.72633 -6.08418 -0.83701 0.36
H -9.79664 -7.46304 -1.16863 0.26
C -1.29086 3.10049 4.32714 -0.70
O -2.32469 2.29399 3.73620 -0.54
C -2.74687 2.78753 2.45622 1.68
C -4.08667 3.58003 2.64921 -1.65
N -3.80857 5.04185 2.73296 0.62
C -5.00173 5.93801 3.01736 -0.69
C -4.40831 7.21651 3.57044 -0.42
O -3.67743 6.76488 4.70344 -0.40
C -2.61808 7.62698 5.02565 -0.64
H -0.92679 2.49728 5.16165 0.53
H -1.70771 4.01051 4.77298 0.28
H -0.45447 3.31960 3.67580 0.06
H -2.96506 1.91618 1.82579 -0.31
H -1.94667 3.32191 1.97011 -0.34
H -4.58857 3.24956 3.59764 0.39
H -4.77300 3.42200 1.81908 0.60
H -3.11629 5.35147 3.47781 0.20
H -5.59146 5.43686 3.73571 0.45
H -5.65783 6.13192 2.15986 0.36
H -5.17442 7.92167 3.98238 0.43
H -3.82286 7.78867 2.78970 0.25
H -1.85842 7.03024 5.60109 0.20
H -2.94271 8.47586 5.62879 0.35
H -2.06926 8.04403 4.11834 0.22
C 4.08524 6.00432 4.00904 -0.55
O 4.61667 5.38651 2.93193 -0.38
C 3.99750 4.15924 2.69559 -0.30
C 4.62169 3.71524 1.36010 -0.87
N 4.22339 4.59560 0.23074 0.23
C 4.98337 4.46477 -0.97184 -1.01
C 4.49337 5.50579 -1.94591 0.02
O 4.86372 6.81824 -1.40067 -0.46
C 4.73475 7.80281 -2.38722 -0.74
H 2.98595 5.83740 4.05113 0.16
H 4.43520 7.04022 3.93340 0.24
H 4.48084 5.65231 4.98211 0.27
H 2.95853 4.47023 2.63965 -0.15
H 4.23618 3.41056 3.41251 0.66
H 4.48477 2.65966 1.09647 0.26
H 5.70437 3.89070 1.42064 0.62
H 4.11945 5.54635 0.58199 0.12
H 4.83380 3.49189 -1.43485 0.32
H 6.01623 4.62650 -0.70824 0.59
H 3.40409 5.47202 -2.01633 -0.19
H 4.94551 5.37658 -2.93992 0.72
H 5.09293 8.72546 -1.92561 0.26
H 3.70254 7.90699 -2.68868 0.27
H 5.26524 7.51832 -3.31891 0.33
C 0.91883 2.76894 0.20655 0.31
O 0.98577 1.44514 -0.27508 0.26
C 2.34602 0.88605 -0.30610 -0.65
C 2.16583 -0.59412 -0.70939 -0.78
N 1.39153 -0.72004 -1.93753 0.63
C 1.19805 -2.11203 -2.36017 -0.88
C 0.02654 -2.81560 -1.60122 1.36
O -1.26875 -2.33359 -2.06531 -0.64
C -2.33583 -2.74541 -1.16134 0.05
H 1.51750 3.41113 -0.46099 -0.27
H 1.28116 2.74982 1.22368 -0.11
H -0.11568 3.05152 0.16864 -0.45
H 2.85389 0.97845 0.65047 -0.36
H 2.88265 1.45243 -1.05741 0.03
H 1.74842 -1.07460 0.14514 0.08
H 3.15913 -0.90955 -0.90737 0.83
H 0.56618 -0.14754 -1.88835 -0.74
H 2.19682 -2.62150 -2.31775 -0.14
H 0.83892 -2.10622 -3.39575 0.36
H 0.05284 -2.58504 -0.48179 -0.47
H 0.01733 -3.89025 -1.74597 0.08
H -2.26454 -3.81306 -0.97986 -0.39
H -3.25792 -2.53448 -1.65780 0.50
H -2.25920 -2.25392 -0.22242 0.09
C -2.54807 0.77087 -2.50847 -1.15
C -3.47185 1.14560 -1.61623 -0.23
C -3.52486 2.44279 -0.88624 0.65
O -4.48904 2.62649 -0.10924 -0.94
C -2.58414 3.33979 -1.33606 -0.02
C -1.62153 3.14001 -2.28821 0.04
C -1.55913 1.78213 -2.97010 0.74
O -0.74107 1.59292 -3.82637 -0.65
O -0.92303 4.05762 -2.75578 -0.73
O -4.35606 0.21342 -1.23144 -0.67
H -2.75477 -0.04428 -3.18337 0.55
H -2.55075 4.37448 -1.01360 0.49
H 0.40083 3.75447 -3.68330 -0.51
H -4.90226 0.72752 -0.61256 0.39
C 3.54546 0.05433 3.99001 1.08
C 4.61058 -0.00527 3.17260 -0.18
C 5.99647 -0.44658 3.65751 0.74
O 6.84753 -0.63269 2.80225 -0.66
C 6.17092 -0.53136 5.10752 -1.00
C 5.21843 -0.17180 5.92346 0.26
C 3.78809 0.05437 5.41683 0.67
O 2.92268 0.26779 6.23992 -0.69
O 5.50406 -0.12744 7.18476 -0.55
O 4.43949 -0.02250 1.83617 -0.26
H 2.52485 0.20863 3.63523 -0.28
H 7.20276 -0.67456 5.39524 0.45
H 4.68663 -0.04524 7.70463 0.34
H 5.21469 -0.47379 1.42319 0.31
C -0.50627 6.55370 -0.50454 -0.38
C -1.18143 6.26452 0.64936 0.33
C -0.44169 6.16471 1.94769 0.53
O -0.99549 5.70825 2.93812 -0.38
C 0.86363 6.76588 1.97234 -1.13
C 1.46235 6.96807 0.80007 0.48
C 0.88742 6.78041 -0.56598 0.81
O 1.66000 7.14843 -1.53584 -0.82
O 2.62088 7.53123 0.84894 -0.74
O -2.41133 6.06955 0.72348 -0.97
H -1.04582 6.56128 -1.45253 0.28
H 1.51451 7.11977 2.79065 0.60
H 3.07251 7.41884 -0.03890 0.15
H -3.31175 5.40198 1.82188 0.16
C 3.78515 -6.42114 2.10132 -0.90
C 4.27509 -5.28399 2.56435 0.02
C 4.00834 -3.97781 1.82665 0.58
O 4.42824 -2.89942 2.27945 -0.39
C 3.45072 -4.09113 0.43862 0.07
C 2.88530 -5.22692 0.02690 0.10
C 3.17165 -6.49186 0.78605 0.76
O 2.91585 -7.56624 0.28025 -0.62
O 2.26306 -5.22933 -1.11604 0.59
O 4.84056 -5.23943 3.77539 -0.62
H 4.07069 -7.28565 2.66693 0.54
H 3.23600 -3.16925 -0.10076 -0.01
H 1.88129 -6.11623 -1.21236 -0.45
H 4.83751 -4.32506 4.06469 0.32
C -0.20030 -5.01126 1.75672 -0.07
C -1.51428 -5.39378 1.82210 -0.64
C -2.44219 -5.00504 2.99967 1.03
O -3.64308 -5.22080 2.99008 -0.64
C -1.73169 -4.43196 4.16912 -0.44
C -0.42588 -4.17396 4.13433 -0.50
C 0.37395 -4.37250 2.92263 0.90
O 1.53365 -4.01606 2.92147 -0.13
O 0.12638 -3.64507 5.25160 -0.61
O -2.16215 -6.05929 0.81570 -0.50
H 0.34346 -5.17293 0.88166 0.98
H -2.38355 -4.12695 4.99461 0.43
H 1.06658 -3.62230 5.08115 0.27
H -3.12872 -5.97132 1.00742 0.12
C -0.63078 -0.62089 4.27691 -1.47
C -1.84115 -1.15415 4.55073 0.39
C -2.85213 -1.35714 3.49351 0.35
O -3.85488 -1.99011 3.82951 -0.76
C -2.53154 -0.86007 2.14963 -0.65
C -1.33102 -0.28941 1.89328 1.25
C -0.31396 -0.09986 2.96579 0.30
O 0.76097 0.45026 2.72712 -0.87
O -1.14642 0.22776 0.68862 2.54
O -2.15946 -1.50901 5.79042 -0.69
H 0.19675 -0.46255 4.99826 0.52
H -3.24257 -0.88196 1.33239 0.72
H -0.26152 0.65520 0.55360 -1.23
H -3.01400 -1.94863 5.71415 0.44